Computed, not measured: an isolated molecule of C10H18N2O2 at a distorted geometry, with ωB97M-V with the def2-TZVPD basis set.

Each line ends with the natural charge from an NBO analysis.
Positions of all 32 atoms, in Å:
C -2.58 0.46 -0.17  -0.637
C -1.48 -0.62 -0.11  0.156
C -1.56 -1.43 -1.40  -0.636
C -1.61 -1.60 1.10  -0.629
N -0.09 0.05 -0.12  -0.469
C 0.18 0.87 0.93  -0.043
C 1.15 1.80 0.99  -0.214
C 2.33 1.99 0.06  -0.465
C 3.08 0.72 -0.01  -0.408
C 2.46 -0.31 -0.97  -0.416
C 1.06 -0.86 -0.52  0.064
N 1.34 -1.77 0.60  0.498
O 1.15 -2.94 0.35  -0.399
O 1.70 -1.36 1.70  -0.369
H -2.05 1.47 -0.06  0.239
H -3.27 0.28 -1.04  0.224
H -3.27 0.44 0.75  0.214
H -0.97 -2.35 -1.24  0.214
H -1.31 -0.94 -2.31  0.220
H -2.62 -1.74 -1.65  0.221
H -0.79 -2.19 0.98  0.205
H -1.57 -1.04 1.97  0.209
H -2.47 -2.29 1.21  0.224
H -0.37 1.00 1.82  0.212
H 1.01 2.53 1.83  0.205
H 2.17 2.48 -0.90  0.215
H 3.03 2.68 0.54  0.214
H 4.09 1.08 -0.24  0.219
H 3.17 0.23 1.10  0.235
H 2.40 0.05 -1.99  0.222
H 3.13 -1.19 -1.06  0.226
H 0.81 -1.55 -1.32  0.251

Properties
HOMO energy = -8.161 eV
SMILES = CC(C)(C)N1C=CCCC[C@H]1[N+](=O)[O-]
Energy relative to the best compared isomer or geometry (same formula, charge and spin) = 7.191 eV
Molar mass = 198.266 g mol⁻¹

***

Computed, not measured: a 5-piece molecular cluster, C22H29BrClN7Si overall at a distorted geometry, with ωB97M-V with the def2-TZVPD basis set.

Each line ends with the natural charge from an NBO analysis.
Positions of all 61 atoms, in Å:
N 1.51 4.74 -0.76  -0.885
C 1.39 5.08 -2.23  0.434
N 2.49 6.13 -2.53  -0.819
N 1.75 3.88 -3.11  -0.863
C -0.03 5.77 -2.67  -0.963
Si -1.61 4.81 -2.11  1.249
Cl -3.27 6.18 -2.23  -0.397
Br -2.14 2.99 -3.40  -0.308
H 0.98 3.89 -0.49  0.389
H 1.32 5.56 -0.14  0.363
H 2.29 6.92 -1.84  0.342
H 2.22 6.51 -3.46  0.355
H 1.01 3.15 -3.06  0.363
H 2.66 3.48 -2.79  0.389
H -0.12 6.92 -2.39  0.270
H -0.05 5.75 -3.87  0.266
H -1.50 4.42 -0.71  -0.180
C -3.00 -2.48 -3.23  -0.173
C -4.31 -2.80 -3.56  -0.271
C -5.18 -1.76 -3.88  0.031
N -4.82 -0.46 -3.90  -0.412
C -3.54 -0.18 -3.58  0.035
C -2.60 -1.15 -3.24  -0.269
H -2.29 -3.26 -2.98  0.220
H -4.66 -3.82 -3.56  0.219
H -6.21 -1.96 -4.15  0.194
H -3.27 0.87 -3.59  0.194
H -1.58 -0.87 -2.99  0.224
C -0.35 0.17 3.07  -0.172
C -0.62 1.52 2.91  -0.263
C 0.03 2.21 1.90  0.017
N 0.92 1.64 1.06  -0.436
C 1.16 0.32 1.24  0.030
C 0.56 -0.45 2.22  -0.243
H -0.84 -0.40 3.86  0.216
H -1.32 2.03 3.56  0.219
H -0.15 3.27 1.73  0.184
H 1.88 -0.11 0.55  0.197
H 0.79 -1.50 2.32  0.248
C -2.59 -4.79 0.43  -0.167
C -2.39 -3.43 0.21  -0.255
C -1.24 -2.85 0.71  0.028
N -0.29 -3.53 1.39  -0.438
C -0.50 -4.84 1.58  0.033
C -1.63 -5.52 1.13  -0.263
H -3.48 -5.28 0.06  0.218
H -3.12 -2.84 -0.33  0.230
H -1.04 -1.79 0.56  0.205
H 0.27 -5.36 2.14  0.192
H -1.75 -6.58 1.31  0.222
C 5.16 -3.60 4.18  -0.165
C 3.84 -3.92 3.85  -0.264
C 2.98 -2.88 3.53  0.028
N 3.34 -1.58 3.51  -0.420
C 4.62 -1.30 3.83  0.034
C 5.56 -2.27 4.17  -0.264
H 5.86 -4.38 4.43  0.216
H 3.50 -4.94 3.85  0.219
H 1.94 -3.08 3.26  0.199
H 4.88 -0.25 3.82  0.197
H 6.58 -1.99 4.42  0.221

Properties
HOMO energy = -9.276 eV
SMILES = NC(N)(N)C[Si@@H](Cl)Br.c1ccncc1.c1ccncc1.c1ccncc1.c1ccncc1
Energy relative to the best compared isomer or geometry (same formula, charge and spin) = 0.264 eV
Molar mass = 534.966 g mol⁻¹

***

Computed, not measured: a 6-piece molecular cluster, C13H30Cl2FN4O4 overall at a distorted geometry, with ωB97M-V with the def2-TZVPD basis set.

Each line ends with the natural charge from an NBO analysis.
Positions of all 54 atoms, in Å:
F 0.32 -1.09 0.28  -0.905
C -5.81 -1.12 2.17  -0.697
C -4.42 -0.87 1.73  0.644
O -3.95 -1.47 0.79  -0.591
N -3.81 0.05 2.45  -0.608
C -2.40 0.43 2.25  -0.442
H -6.44 -1.32 1.30  0.229
H -6.24 -0.29 2.72  0.186
H -5.89 -1.96 2.86  0.224
H -4.37 0.59 3.11  0.381
H -2.35 1.49 2.00  0.176
H -1.75 -0.15 1.59  0.302
H -1.93 0.38 3.24  0.189
C -3.01 1.71 -3.07  -0.709
C -1.80 1.07 -2.40  0.641
O -1.88 0.07 -1.71  -0.578
N -0.65 1.50 -2.84  -0.615
C 0.61 0.89 -2.47  -0.436
H -3.41 0.94 -3.72  0.231
H -2.73 2.56 -3.70  0.196
H -3.75 1.82 -2.28  0.236
H -0.50 2.27 -3.48  0.379
H 1.49 1.35 -2.89  0.184
H 0.50 -0.16 -2.75  0.232
H 0.73 0.91 -1.39  0.234
C 3.35 0.63 1.63  -0.713
C 2.52 1.82 1.25  0.671
O 2.97 2.94 1.19  -0.669
N 1.20 1.56 1.08  -0.667
C 0.09 2.50 0.96  -0.419
H 4.42 0.79 1.52  0.227
H 2.99 -0.29 1.19  0.238
H 3.01 0.59 2.66  0.226
H 0.93 0.61 0.84  0.460
H 0.37 3.54 0.80  0.206
H -0.41 2.54 1.92  0.181
H -0.68 2.28 0.22  0.216
C 3.04 -2.92 -3.14  -0.720
C 2.02 -2.33 -2.17  0.665
O 0.95 -2.87 -1.92  -0.587
N 2.48 -1.23 -1.53  -0.664
C 3.70 -0.45 -1.75  -0.418
H 2.59 -3.68 -3.77  0.226
H 3.94 -3.26 -2.62  0.215
H 3.52 -2.19 -3.80  0.202
H 1.89 -0.97 -0.76  0.461
H 3.50 0.56 -1.39  0.211
H 3.97 -0.28 -2.79  0.190
H 4.52 -0.89 -1.20  0.184
C 1.34 -1.67 3.44  -0.367
Cl 2.73 -2.33 4.34  -0.059
Cl -0.20 -1.45 4.39  -0.073
H 1.63 -0.76 2.91  0.233
H 1.05 -2.37 2.66  0.262

Properties
HOMO energy = -5.321 eV
Net charge = -1
Energy relative to the best compared isomer or geometry (same formula, charge and spin) = 1.125 eV
Molar mass = 396.311 g mol⁻¹

***

Computed, not measured: an isolated ion of composition C2H2ClIO2P and charge +1 at a distorted geometry, with ωB97M-V with the def2-TZVPD basis set.

Each line ends with the natural charge from an NBO analysis.
Positions of all 9 atoms, in Å:
C -1.04 0.48 0.70  0.098
C -1.05 0.45 -0.61  -0.005
O -0.09 -0.23 1.31  -0.642
O -0.08 -0.42 -1.14  -0.744
P 1.13 -0.64 -0.09  1.542
Cl 1.85 -2.42 -0.12  0.004
I 2.63 1.17 0.09  0.247
H -1.75 0.88 1.33  0.245
H -1.60 0.74 -1.46  0.255

Properties
HOMO energy = -13.775 eV
Net charge = +1
Energy relative to the best compared isomer or geometry (same formula, charge and spin) = 0.861 eV
Molar mass = 251.367 g mol⁻¹

***

Computed, not measured: a 7-piece molecular cluster, C5H22NO8 overall at a distorted geometry, with ωB97M-V with the def2-TZVPD basis set.

Each line ends with the natural charge from an NBO analysis.
Positions of all 36 atoms, in Å:
C 0.25 1.96 0.18  0.560
N -0.68 1.65 -0.79  -0.468
C -2.06 1.49 -0.47  -0.418
C 0.83 1.57 -2.78  -0.616
C -0.19 0.82 -1.96  -0.069
C 0.49 -0.49 -1.61  -0.095
O -0.31 -1.42 -2.44  -0.790
O 1.43 2.11 -0.08  -0.664
H -0.22 2.35 1.15  0.138
H -2.56 2.24 0.25  0.207
H -2.75 1.58 -1.44  0.179
H -2.33 0.43 -0.07  0.244
H 1.73 1.78 -2.27  0.236
H 0.45 2.60 -2.96  0.193
H 1.05 1.03 -3.74  0.206
H -1.16 0.66 -2.61  0.232
H 1.57 -0.66 -2.01  0.196
H 0.40 -0.75 -0.50  0.199
H -0.88 -3.06 0.75  0.519
H -0.72 -2.09 -1.82  0.508
O -0.23 -2.85 -0.02  -1.016
H 2.27 1.63 1.61  0.486
H 1.64 0.33 2.46  0.495
O 2.34 1.04 2.51  -1.045
H -0.28 -0.59 2.04  0.522
H -2.06 0.20 2.54  0.445
O -1.56 -0.11 1.88  -1.132
H -1.96 -1.47 1.80  0.497
H -3.10 -2.28 1.09  0.444
O -2.40 -2.47 1.61  -1.054
H 2.24 -1.07 0.90  0.478
H 3.44 -0.21 0.86  0.473
O 3.14 -1.08 0.77  -0.964
H 0.45 -2.29 0.33  0.481
H 1.04 -1.57 2.78  0.484
O 0.73 -1.01 2.05  -1.091

Properties
HOMO energy = -6.085 eV
Net charge = -1
Energy relative to the best compared isomer or geometry (same formula, charge and spin) = 4.826 eV
Molar mass = 224.230 g mol⁻¹

***

Computed, not measured: C22H47GaINO18P as an isolated structure at a distorted geometry, with ωB97M-V with the def2-TZVPD basis set.

Each line ends with the Löwdin charge.
Positions of all 91 atoms, in Å:
C -0.62 1.22 0.79  -0.098
C -0.47 2.51 -0.06  -0.392
O 0.10 3.62 0.57  -0.292
Ga 1.57 3.27 1.69  0.199
C 2.77 4.93 1.91  -0.234
C 3.97 4.53 2.81  -0.362
N 4.07 5.45 3.98  -0.026
C 2.73 1.66 1.22  -0.192
C 3.14 1.69 -0.29  -0.363
C 2.63 2.93 -1.09  -0.056
O 4.07 2.67 -0.66  -0.146
P 0.74 2.91 3.92  0.301
O 0.83 4.42 4.72  -0.521
I 2.21 1.34 5.12  0.199
H 0.18 0.53 0.50  0.056
H -1.55 0.72 0.49  0.061
H -0.68 1.38 1.87  0.039
H -1.50 2.80 -0.35  0.096
H 0.02 2.22 -1.01  0.095
H 3.13 5.33 0.95  0.035
H 2.20 5.70 2.44  0.029
H 4.91 4.54 2.24  0.100
H 3.79 3.50 3.16  0.034
H 3.51 5.08 4.74  0.042
H 5.03 5.38 4.30  0.044
H 3.70 1.75 1.73  0.048
H 2.29 0.68 1.39  0.038
H 3.16 0.74 -0.84  0.124
H 2.67 3.93 -0.68  0.083
H 2.63 2.80 -2.18  0.094
H 0.52 5.08 4.08  0.008
C -5.28 -2.04 0.38  -0.036
O -4.94 -2.80 1.55  -0.006
C -3.82 -2.39 2.16  -0.631
O -3.12 -1.48 1.82  0.133
O -3.62 -3.18 3.22  -0.013
C -2.45 -2.85 3.97  -0.037
H -6.19 -2.46 -0.03  0.086
H -5.46 -1.00 0.65  0.099
H -4.49 -2.12 -0.37  0.099
H -2.52 -1.84 4.37  0.103
H -1.55 -2.95 3.36  0.092
H -2.39 -3.55 4.80  0.092
C 6.43 1.01 -0.78  -0.029
O 7.51 0.14 -1.15  0.007
C 7.61 -0.96 -0.42  -0.622
O 6.90 -1.28 0.50  0.128
O 8.66 -1.68 -0.87  -0.007
C 8.88 -2.89 -0.17  -0.056
H 6.45 1.86 -1.45  0.092
H 5.47 0.50 -0.89  0.082
H 6.55 1.36 0.24  0.106
H 8.02 -3.55 -0.25  0.095
H 9.10 -2.69 0.88  0.096
H 9.74 -3.37 -0.62  0.088
C -9.16 -3.47 -4.39  -0.045
O -8.95 -4.78 -3.87  0.001
C -7.93 -4.87 -3.01  -0.622
O -7.21 -3.97 -2.67  0.120
O -7.85 -6.14 -2.60  0.004
C -6.79 -6.39 -1.68  -0.032
H -10.01 -3.52 -5.07  0.091
H -9.39 -2.76 -3.59  0.097
H -8.28 -3.13 -4.95  0.097
H -6.93 -5.80 -0.77  0.097
H -5.82 -6.17 -2.13  0.098
H -6.82 -7.44 -1.42  0.094
C -1.25 -9.20 -1.58  -0.047
O -0.80 -8.15 -0.71  0.005
C -1.77 -7.30 -0.35  -0.621
O -2.92 -7.35 -0.68  0.115
O -1.22 -6.38 0.45  0.015
C -2.15 -5.39 0.92  -0.029
H -0.38 -9.82 -1.80  0.092
H -2.00 -9.81 -1.08  0.096
H -1.64 -8.79 -2.51  0.097
H -2.93 -5.86 1.51  0.104
H -2.57 -4.84 0.09  0.102
H -1.59 -4.71 1.55  0.089
C -0.38 5.59 -1.91  -0.029
O -0.37 6.89 -2.53  0.002
C 0.76 7.58 -2.34  -0.621
O 1.72 7.21 -1.72  0.132
O 0.63 8.77 -2.95  -0.008
C 1.77 9.61 -2.83  -0.056
H -1.34 5.13 -2.14  0.093
H 0.41 4.97 -2.33  0.094
H -0.28 5.67 -0.83  0.090
H 2.65 9.14 -3.28  0.095
H 1.96 9.85 -1.78  0.097
H 1.55 10.53 -3.36  0.088

Properties
HOMO energy = -3.779 eV
Net charge = -1
Molar mass = 841.208 g mol⁻¹

***

Computed, not measured: a 2-piece molecular cluster, C5H7NO overall, with ωB97M-V with the def2-TZVPD basis set.

Each line ends with the natural charge from an NBO analysis.
Positions of all 14 atoms, in Å:
N -0.31 1.83 -1.36  -0.577
C 0.56 1.09 -0.88  0.317
C 1.46 0.34 -0.35  0.054
C 2.40 -0.12 0.64  -0.085
O 2.20 -0.80 -0.62  -0.444
H -1.25 1.50 -1.10  0.369
H 3.36 0.39 0.74  0.197
H 2.05 -0.66 1.52  0.191
C -2.28 -0.27 0.00  -0.449
C -1.21 -0.91 0.47  -0.368
H -2.79 0.49 0.58  0.199
H -2.69 -0.50 -0.99  0.201
H -0.80 -0.69 1.45  0.193
H -0.69 -1.68 -0.10  0.203

Properties
HOMO energy = -8.623 eV
SMILES = N=C=C1CO1.C=C
Energy relative to the best compared isomer or geometry (same formula, charge and spin) = 4.677 eV
Molar mass = 97.117 g mol⁻¹

***

Computed, not measured: a 14-piece molecular cluster, C3H33O14 overall at a distorted geometry, with ωB97M-V with the def2-TZVPD basis set.

Each line ends with the natural charge from an NBO analysis.
Positions of all 50 atoms, in Å:
C -0.95 1.27 1.09  -0.647
C 0.16 0.37 0.55  0.114
C 1.46 0.36 1.31  -0.637
O -0.24 -0.97 0.34  -0.979
H -0.66 2.35 1.39  0.187
H -1.35 0.85 2.01  0.203
H -1.81 1.32 0.56  0.202
H 0.51 0.80 -0.44  0.092
H 2.22 -0.38 0.94  0.212
H 1.44 0.27 2.39  0.208
H 1.84 1.37 1.13  0.171
O -2.35 -3.24 1.06  -0.945
H -2.63 -2.46 0.52  0.488
H -3.28 -3.43 1.25  0.434
O -4.48 0.67 2.58  -0.949
H -5.13 1.22 2.10  0.483
H -3.95 1.25 3.11  0.480
O -3.20 -0.82 0.48  -1.009
H -2.25 -0.51 0.52  0.505
H -3.59 -0.29 1.17  0.491
O 4.24 1.93 -1.11  -0.940
H 3.62 1.51 -1.70  0.470
H 3.83 1.94 -0.29  0.472
O 3.50 -2.69 1.30  -0.948
H 4.15 -3.36 1.30  0.450
H 3.92 -2.10 0.72  0.476
O 0.82 -2.69 2.03  -1.035
H 1.70 -2.65 1.66  0.475
H 0.27 -1.90 1.67  0.505
O 1.25 3.14 -1.53  -0.947
H 0.49 3.69 -1.45  0.461
H 0.90 2.26 -1.55  0.478
O 1.66 -1.87 -1.25  -0.981
H 2.22 -1.14 -1.14  0.440
H 0.98 -1.70 -0.64  0.507
O 4.58 -1.07 -0.34  -0.942
H 5.30 -0.48 -0.17  0.493
H 4.81 -1.71 -1.00  0.487
O -3.33 3.22 -0.21  -0.957
H -2.53 3.66 -0.07  0.452
H -3.12 2.42 -0.60  0.490
O -1.62 -1.42 -2.12  -1.023
H -1.35 -1.16 -1.19  0.512
H -1.19 -2.29 -2.11  0.482
O 0.02 0.85 -2.72  -0.966
H 0.83 0.47 -2.57  0.466
H -0.41 0.15 -3.19  0.506
O -2.73 1.20 -2.00  -0.981
H -1.83 1.51 -1.97  0.487
H -2.78 0.28 -1.86  0.507

Properties
HOMO energy = -4.965 eV
Net charge = -1
Energy relative to the best compared isomer or geometry (same formula, charge and spin) = 1.907 eV
Molar mass = 293.283 g mol⁻¹